#i
One molecule with the formula C3H7NO3S. Source: the OMol25 dataset; level of theory: ωB97M-V/def2-TZVPD.

Geometry as ORCA input:
```
! RIJCOSX wB97M-V def2-TZVPD def2/J DEFGRID3
* xyz 0 1
C 0.44 0.65 0.40
C 1.45 0.65 1.45
C -0.58 -1.45 -2.07
N 0.30 1.48 -0.53
O -0.44 -0.43 0.42
O -1.09 -2.67 0.25
O 1.29 -2.14 -0.34
S -0.10 -1.86 -0.36
H 0.81 0.29 2.26
H 2.24 -0.07 1.21
H 1.90 1.57 1.57
H 0.39 -1.22 -2.45
H -1.04 -2.23 -2.70
H -1.12 -0.54 -1.90
H 0.83 2.25 -0.38
*
```

Output
HOMO level in eV: -10.78
Frontier orbital gap in hartree: 0.423

For reference, the natural (NBO) charges in units of e are: 0.572 -0.708 -0.865 -0.645 -0.723 -0.910 -0.917 2.363 0.242 0.257 0.225 0.243 0.263 0.265 0.340



#ii
A 2-piece molecular cluster, C3H7NO3S overall. Source: the OMol25 dataset; level of theory: ωB97M-V/def2-TZVPD.

Geometry as ORCA input:
```
! RIJCOSX wB97M-V def2-TZVPD def2/J DEFGRID3
* xyz 0 1
C -0.45 -1.37 0.08
C 0.01 0.02 0.25
C 0.04 0.96 -0.90
N -0.10 0.46 1.55
O 3.81 1.20 -1.00
O 4.68 -0.52 0.47
O 0.91 -1.05 0.08
S 3.75 -0.11 -0.57
H -0.82 -1.94 0.97
H -0.87 -1.56 -0.94
H 0.79 1.81 -0.71
H -0.85 1.67 -0.96
H 0.00 0.57 -1.84
H 0.41 1.33 1.55
H 0.45 -0.27 2.07
*
```

Output
HOMO level in eV: -9.58
Frontier orbital gap in hartree: 0.329

For reference, the natural (NBO) charges in units of e are: -0.120 0.329 -0.649 -0.809 -0.850 -0.839 -0.539 1.690 0.191 0.179 0.223 0.227 0.232 0.356 0.379



Relative energies with respect to the most stable structure, expressed in kcal/mol: #i 0.0; #ii 19.1.



#i
One molecule with the formula C3H7NO3S. Source: the OMol25 dataset; level of theory: ωB97M-V/def2-TZVPD.

Geometry as ORCA input:
```
! RIJCOSX wB97M-V def2-TZVPD def2/J DEFGRID3
* xyz 0 1
C -0.97 -1.19 0.37
C -1.39 -0.37 -0.84
C 0.89 -0.03 -0.53
N 0.52 -1.00 0.39
O -0.47 1.99 0.83
O 2.04 1.73 1.05
O -0.22 0.10 -1.47
S 0.73 1.84 0.03
H -1.28 -0.96 1.34
H -1.07 -2.27 0.29
H -1.95 -0.82 -1.56
H -1.88 0.45 -0.49
H 1.77 -0.20 -1.09
H 2.33 2.57 1.55
H 0.96 -1.84 0.13
*
```

Output
HOMO level in eV: -8.65
Frontier orbital gap in hartree: 0.341

For reference, the natural (NBO) charges in units of e are: -0.246 -0.097 0.087 -0.614 -0.947 -0.932 -0.547 1.430 0.216 0.191 0.189 0.193 0.203 0.504 0.371



#ii
One molecule with the formula C3H7NO3S. Source: the OMol25 dataset; level of theory: ωB97M-V/def2-TZVPD.

Geometry as ORCA input:
```
! RIJCOSX wB97M-V def2-TZVPD def2/J DEFGRID3
* xyz 0 1
C -0.02 1.12 0.15
C -0.37 -0.24 -0.42
C -1.88 -0.50 -0.38
N 0.39 -1.25 0.34
O 2.76 -0.58 -0.93
O 2.75 -0.20 1.49
O 1.40 1.24 0.04
S 2.08 -0.24 0.23
H -0.49 2.10 -0.35
H -0.35 1.34 1.23
H 0.14 -0.24 -1.46
H -2.10 -0.79 0.57
H -2.16 -1.29 -1.20
H -2.44 0.54 -0.64
H 0.28 -1.02 1.34
*
```

Output
HOMO level in eV: -11.08
Frontier orbital gap in hartree: 0.427

For reference, the natural (NBO) charges in units of e are: -0.104 -0.139 -0.602 -0.690 -0.889 -0.898 -0.689 2.373 0.218 0.187 0.221 0.207 0.238 0.216 0.350



Relative energies with respect to the most stable structure, expressed in kcal/mol: #i 0.0; #ii 2.8.



#i
One molecule with the formula C2H3FO2. Source: the OMol25 dataset; level of theory: ωB97M-V/def2-TZVPD.

Geometry as ORCA input:
```
! RIJCOSX wB97M-V def2-TZVPD def2/J DEFGRID3
* xyz 0 1
C 0.95 -0.42 0.33
C -0.43 0.02 -0.47
O -1.53 0.70 0.18
O -0.47 -0.08 -1.67
F 0.51 -0.65 1.60
H 1.59 0.53 0.41
H 1.58 -1.19 -0.04
H -2.19 1.10 -0.33
*
```

Output
HOMO level in eV: -10.71
Frontier orbital gap in hartree: 0.417

For reference, the natural (NBO) charges in units of e are: -0.011 0.760 -0.730 -0.563 -0.348 0.188 0.203 0.501



#ii
A 2-piece molecular cluster, C2H3FO2 overall. Source: the OMol25 dataset; level of theory: ωB97M-V/def2-TZVPD.

Geometry as ORCA input:
```
! RIJCOSX wB97M-V def2-TZVPD def2/J DEFGRID3
* xyz 0 1
C -1.64 -0.35 -0.14
C 1.13 0.27 0.07
O -1.51 -1.48 -0.21
O 0.35 1.05 -0.61
F -2.67 0.35 0.05
H 1.00 -0.77 -0.14
H 1.21 0.51 1.24
H 2.13 0.42 -0.26
*
```

Output
HOMO level (spin up / spin down) in eV: -9.48 / -9.50
Frontier orbital gap (spin up / spin down) in hartree: 0.266 / 0.266

For reference, the natural (NBO) charges in units of e are: 0.999 -0.246 -0.452 -0.518 -0.253 0.169 0.113 0.187



Relative energies with respect to the most stable structure, expressed in kcal/mol: #i 0.0; #ii 94.6.



#i
CHLiO2Tl as an isolated structure. Source: the OMol25 dataset; level of theory: ωB97M-V/def2-TZVPD.

Geometry as ORCA input:
```
! RIJCOSX wB97M-V def2-TZVPD def2/J DEFGRID3
* xyz 0 2
O 0.47 -0.31 0.10
C -1.97 1.02 -0.13
O -2.61 0.92 -1.07
Tl 3.75 -1.67 0.06
Li 2.03 -1.27 0.18
H -1.67 1.30 0.86
*
```

Output
HOMO level (spin up / spin down) in eV: -5.04 / -9.20
Frontier orbital gap (spin up / spin down) in hartree: 0.122 / 0.275

For reference, the Löwdin charges in units of e are: -0.655 -0.118 0.032 0.630 0.063 0.047



#ii
CHLiO2Tl as an isolated structure. Source: the OMol25 dataset; level of theory: ωB97M-V/def2-TZVPD.

Geometry as ORCA input:
```
! RIJCOSX wB97M-V def2-TZVPD def2/J DEFGRID3
* xyz 0 2
O -2.45 1.23 0.04
C -4.14 2.22 0.00
O -4.95 2.17 -0.85
Tl 1.41 0.28 0.29
Li -0.79 0.19 0.22
H -3.99 2.73 0.94
*
```

Output
HOMO level (spin up / spin down) in eV: -6.98 / -7.65
Frontier orbital gap (spin up / spin down) in hartree: 0.207 / 0.233

For reference, the natural (NBO) charges in units of e are: -1.297 0.702 -0.491 0.187 0.750 0.149



Relative energies with respect to the most stable structure, expressed in kcal/mol: #i 117.0; #ii 0.0.



#i
C4H9NO5 as an isolated structure. Source: the OMol25 dataset; level of theory: ωB97M-V/def2-TZVPD.

Geometry as ORCA input:
```
! RIJCOSX wB97M-V def2-TZVPD def2/J DEFGRID3
* xyz 0 1
C -0.77 -1.83 -0.21
C 2.31 -1.12 0.79
C -2.26 1.87 0.20
C -0.34 0.50 -0.22
N 0.88 0.43 -0.79
O 1.39 1.80 -1.07
O 1.76 -0.50 -0.88
O -1.23 -0.47 -0.09
O 1.28 -0.89 1.56
O -0.81 1.70 0.03
H 0.08 -2.05 -0.97
H -1.74 -2.33 -0.50
H -0.61 -2.25 0.69
H 2.49 -2.07 0.33
H 2.20 1.87 -0.61
H 3.19 -0.48 1.05
H -2.52 1.64 1.27
H -2.74 1.25 -0.69
H -2.56 2.92 0.10
*
```

Output
HOMO level in eV: -8.57
Frontier orbital gap in hartree: 0.341

For reference, the natural (NBO) charges in units of e are: -0.261 0.241 -0.272 0.850 0.177 -0.556 -0.469 -0.469 -0.756 -0.466 0.229 0.184 0.214 0.128 0.470 0.126 0.210 0.211 0.210



#ii
A 2-piece molecular cluster, C4H9NO5 overall. Source: the OMol25 dataset; level of theory: ωB97M-V/def2-TZVPD.

Geometry as ORCA input:
```
! RIJCOSX wB97M-V def2-TZVPD def2/J DEFGRID3
* xyz 0 1
N 0.92 -0.53 -1.01
O 0.72 -0.43 0.18
C -3.75 -0.35 -4.66
C -2.35 -0.54 -4.11
O -1.96 0.92 -3.96
C -0.58 1.11 -3.91
C -0.26 2.54 -4.25
O -0.35 2.74 -5.67
O -0.08 0.89 -2.59
O -0.64 -0.36 -2.18
H -4.27 -1.36 -4.59
H -4.30 0.42 -4.13
H -3.65 -0.03 -5.72
H -2.23 -1.05 -3.13
H -1.65 -1.00 -4.85
H 0.03 0.42 -4.55
H -1.05 3.14 -3.78
H 0.77 2.81 -3.89
H -0.18 3.67 -5.93
*
```

Output
HOMO level (spin up / spin down) in eV: -9.34 / -9.33
Frontier orbital gap (spin up / spin down) in hartree: 0.277 / 0.276

For reference, the natural (NBO) charges in units of e are: 0.480 -0.145 -0.629 -0.065 -0.542 0.337 -0.090 -0.730 -0.312 -0.326 0.203 0.225 0.215 0.212 0.179 0.149 0.185 0.177 0.478



Relative energies with respect to the most stable structure, expressed in kcal/mol: #i 0.0; #ii 29.4.